{
  "formula": "C4H16F2HfN8O4",
  "method": "ωB97M-V with the def2-TZVPD basis set",
  "elements": ["Hf", "F", "F", "C", "O", "N", "N", "H", "H", "H", "H", "C", "O", "N", "N", "H", "H", "H", "H", "C", "O", "N", "N", "H", "H", "H", "H", "C", "O", "N", "N", "H", "H", "H", "H"],
  "positions_angstrom": [[-1.353, -2.535, -2.808], [-1.849, -3.848, -1.036], [-0.768, -1.192, -0.968], [3.501, -0.468, -0.940], [4.529, -0.148, -1.509], [2.265, -0.487, -1.505], [3.454, -0.967, 0.326], [2.076, -0.767, -2.452], [1.495, -0.581, -0.862], [2.586, -1.314, 0.690], [4.307, -1.156, 0.827], [-0.013, 1.988, 1.675], [-1.033, 1.677, 2.303], [0.812, 2.951, 2.089], [0.435, 1.438, 0.509], [0.618, 3.294, 3.018], [1.643, 3.218, 1.594], [-0.171, 0.708, 0.167], [1.093, 1.984, -0.017], [-0.351, -1.875, 3.320], [-0.113, -2.158, 4.472], [0.553, -2.140, 2.333], [-1.532, -1.534, 2.784], [0.320, -2.114, 1.354], [1.494, -2.375, 2.612], [-2.410, -1.650, 3.268], [-1.583, -1.186, 1.841], [-2.335, 0.924, -3.032], [-2.067, -0.299, -3.136], [-3.538, 1.424, -3.327], [-1.540, 1.805, -2.413], [-3.741, 2.409, -3.317], [-4.226, 0.774, -3.674], [-1.845, 2.745, -2.225], [-0.710, 1.455, -1.962]],
  "total_charge": 2,
  "homo_ev": -14.810,
  "relative_energy_kcal_mol": 121.02,
  "gap_ha": 0.080
}



{
  "formula": "C50H57BrN3O2P2PtTe",
  "method": "ωB97M-V with the def2-TZVPD basis set",
  "elements": ["Pt", "C", "C", "C", "P", "C", "C", "C", "C", "C", "C", "C", "C", "C", "N", "C", "C", "C", "C", "C", "C", "P", "C", "C", "C", "C", "C", "C", "H", "H", "H", "H", "H", "H", "H", "H", "H", "H", "H", "H", "H", "H", "H", "H", "H", "H", "H", "H", "H", "H", "H", "H", "H", "H", "H", "H", "H", "H", "H", "H", "H", "H", "H", "H", "C", "O", "C", "C", "C", "Br", "C", "C", "C", "O", "C", "N", "C", "C", "C", "C", "C", "C", "N", "H", "H", "H", "H", "H", "H", "H", "H", "H", "H", "H", "Te", "C", "C", "C", "C", "C", "C", "C", "C", "C", "C", "C", "C", "H", "H", "H", "H", "H", "H", "H", "H", "H", "H"],
  "positions_angstrom": [[0.235, -0.145, 0.463], [-1.099, 0.665, 3.875], [-1.082, -0.858, 3.850], [-0.518, -1.401, 5.166], [-0.216, -1.507, 2.338], [-1.052, -3.106, 1.962], [-1.496, -3.991, 3.130], [-0.231, -3.893, 0.933], [1.504, -1.792, 2.880], [1.919, -2.899, 3.594], [3.237, -3.020, 4.037], [4.166, -2.017, 3.764], [3.790, -0.906, 3.043], [2.460, -0.773, 2.577], [2.075, 0.218, 1.738], [2.790, 1.369, 1.421], [3.487, 2.124, 2.370], [4.087, 3.321, 2.001], [4.009, 3.772, 0.691], [3.318, 3.025, -0.262], [2.693, 1.836, 0.085], [1.803, 0.724, -1.063], [1.233, 1.708, -2.514], [0.033, 2.565, -2.124], [0.832, 0.768, -3.658], [3.142, -0.372, -1.722], [4.144, 0.414, -2.572], [3.851, -1.138, -0.606], [-1.689, 1.018, 4.724], [-1.544, 1.057, 2.959], [-0.087, 1.066, 3.980], [-2.111, -1.211, 3.734], [0.480, -1.001, 5.358], [-0.457, -2.489, 5.186], [-1.163, -1.094, 5.992], [-1.955, -2.738, 1.463], [-0.657, -4.467, 3.638], [-2.129, -4.793, 2.744], [-2.083, -3.449, 3.871], [0.641, -4.358, 1.397], [0.117, -3.243, 0.125], [-0.845, -4.692, 0.508], [1.217, -3.685, 3.834], [3.538, -3.899, 4.594], [5.189, -2.120, 4.101], [4.526, -0.159, 2.778], [3.520, 1.790, 3.401], [4.614, 3.908, 2.744], [4.481, 4.704, 0.407], [3.260, 3.393, -1.280], [2.047, 2.356, -2.844], [-0.791, 1.936, -1.771], [-0.316, 3.145, -2.983], [0.289, 3.263, -1.328], [-0.105, 0.260, -3.409], [1.586, 0.016, -3.888], [0.663, 1.347, -4.566], [2.623, -1.102, -2.347], [4.588, 1.234, -2.004], [3.709, 0.818, -3.485], [4.959, -0.250, -2.863], [4.413, -0.462, 0.043], [4.569, -1.830, -1.050], [3.157, -1.719, 0.005], [-3.220, 0.663, 0.183], [-2.396, -0.207, -0.602], [-3.054, -0.986, -1.518], [-4.408, -0.839, -1.799], [-5.043, -1.623, -2.762], [-6.862, -1.339, -3.110], [-4.351, -2.584, -3.439], [-2.984, -2.778, -3.142], [-2.324, -1.950, -2.215], [-0.987, -2.028, -1.961], [-2.347, -3.880, -3.808], [-2.844, -4.420, -4.949], [-2.047, -5.433, -5.249], [-2.128, -6.332, -6.360], [-1.186, -7.305, -6.432], [-0.164, -7.420, -5.439], [-0.052, -6.551, -4.342], [-0.997, -5.570, -4.269], [-1.218, -4.525, -3.383], [-3.987, 0.099, 0.716], [-3.680, 1.438, -0.432], [-2.553, 1.131, 0.899], [-4.996, -0.089, -1.294], [-4.830, -3.216, -4.173], [-0.510, -2.323, -2.746], [-2.920, -6.230, -7.089], [-1.203, -8.014, -7.249], [0.563, -8.218, -5.539], [0.739, -6.666, -3.613], [-0.829, -4.468, -2.453], [0.019, 3.240, 1.587], [0.768, 5.154, 1.103], [1.186, 5.858, 2.229], [1.608, 7.173, 2.087], [1.618, 7.768, 0.833], [1.213, 7.049, -0.285], [0.783, 5.734, -0.159], [-1.982, 3.837, 1.514], [-2.463, 4.504, 0.387], [-3.781, 4.930, 0.371], [-4.601, 4.702, 1.473], [-4.109, 4.046, 2.595], [-2.795, 3.598, 2.619], [1.187, 5.400, 3.213], [1.930, 7.727, 2.959], [1.942, 8.795, 0.726], [1.227, 7.512, -1.264], [0.474, 5.198, -1.045], [-1.821, 4.704, -0.461], [-4.167, 5.453, -0.495], [-5.627, 5.049, 1.460], [-4.744, 3.892, 3.459], [-2.414, 3.094, 3.498]],
  "total_charge": 3,
  "homo_ev": [-14.304, -15.054],
  "gap_ha": [0.262, 0.184],
  "s_squared": 6.094,
  "multiplicity": 5
}



{
  "formula": "C28H20OP2RhS6",
  "method": "ωB97M-V with the def2-TZVPD basis set",
  "elements": ["Rh", "S", "P", "C", "P", "S", "C", "C", "C", "C", "C", "C", "C", "C", "C", "C", "C", "C", "C", "C", "C", "C", "C", "C", "C", "C", "C", "C", "C", "C", "H", "H", "H", "H", "H", "H", "H", "H", "H", "H", "H", "H", "H", "H", "H", "H", "H", "H", "H", "H", "O", "C", "S", "C", "C", "S", "S", "S"],
  "positions_angstrom": [[-0.579, -2.464, -0.874], [2.028, -2.267, -1.001], [1.303, -0.372, -1.037], [-0.304, -0.209, -0.539], [-0.768, -0.349, 1.084], [-0.882, -2.288, 1.684], [-2.452, 0.338, 1.262], [-3.301, 0.331, 0.157], [-4.624, 0.729, 0.286], [-5.113, 1.150, 1.518], [-4.273, 1.160, 2.622], [-2.953, 0.748, 2.493], [0.225, 0.619, 2.269], [-0.017, 1.977, 2.462], [0.817, 2.737, 3.270], [1.919, 2.148, 3.875], [2.178, 0.799, 3.673], [1.331, 0.034, 2.880], [1.353, 0.174, -2.797], [2.287, 1.088, -3.272], [2.309, 1.459, -4.615], [1.398, 0.914, -5.503], [0.463, -0.008, -5.039], [0.443, -0.370, -3.704], [2.515, 0.758, -0.265], [2.137, 2.081, -0.040], [3.019, 2.977, 0.546], [4.291, 2.555, 0.915], [4.672, 1.237, 0.701], [3.784, 0.340, 0.116], [-2.909, 0.018, -0.803], [-5.275, 0.711, -0.580], [-6.146, 1.463, 1.618], [-4.646, 1.479, 3.588], [-2.313, 0.731, 3.368], [-0.857, 2.448, 1.964], [0.616, 3.792, 3.413], [2.578, 2.741, 4.498], [3.045, 0.339, 4.130], [1.527, -1.020, 2.718], [3.013, 1.519, -2.597], [3.044, 2.175, -4.963], [1.413, 1.200, -6.548], [-0.255, -0.445, -5.723], [-0.298, -1.082, -3.361], [1.137, 2.398, -0.317], [2.711, 3.999, 0.727], [4.979, 3.251, 1.379], [5.658, 0.903, 0.999], [4.066, -0.694, -0.043], [-5.169, -7.381, -0.174], [-4.274, -6.637, -0.477], [-2.613, -6.797, 0.099], [-1.968, -5.340, -0.638], [-2.884, -4.557, -1.350], [-2.517, -3.126, -2.189], [-4.527, -5.136, -1.391], [-0.343, -4.977, -0.472]],
  "total_charge": -1,
  "homo_ev": [-3.584, -4.629],
  "relative_energy_kcal_mol": 3.37,
  "gap_ha": [0.226, 0.206],
  "s_squared": 6.026,
  "multiplicity": 5
}



{
  "formula": "C21H31O4Zr",
  "method": "ωB97M-V with the def2-TZVPD basis set",
  "elements": ["O", "C", "C", "H", "H", "C", "H", "H", "C", "H", "H", "H", "C", "H", "H", "H", "Zr", "C", "C", "C", "H", "C", "C", "H", "H", "H", "H", "C", "C", "C", "H", "C", "C", "H", "H", "H", "H", "O", "C", "C", "H", "H", "C", "H", "H", "C", "H", "H", "H", "H", "C", "O", "C", "O", "H", "H", "H"],
  "positions_angstrom": [[-0.263, 1.350, -3.418], [0.576, 2.044, -4.388], [-0.180, 3.390, -4.157], [0.403, 1.674, -5.418], [1.656, 2.091, -4.139], [-1.251, 2.482, -3.449], [-0.550, 3.940, -5.032], [0.384, 4.022, -3.420], [-2.338, 2.026, -4.442], [-2.009, 1.157, -5.064], [-2.649, 2.834, -5.129], [-3.210, 1.674, -3.863], [-1.745, 3.034, -2.110], [-0.901, 3.361, -1.495], [-2.340, 2.291, -1.558], [-2.374, 3.923, -2.337], [0.329, -0.991, -1.707], [1.157, 0.203, 0.081], [2.267, -0.702, -0.264], [2.942, -0.050, -1.394], [2.853, -1.238, 0.496], [2.402, 1.237, -1.576], [1.282, 1.382, -0.710], [0.804, 2.337, -0.466], [0.629, 0.111, 1.037], [3.838, -0.460, -1.862], [2.823, 2.042, -2.195], [-1.076, -1.613, 0.065], [-1.570, -0.279, -0.196], [-2.397, -0.340, -1.364], [-1.598, 0.539, 0.540], [-2.397, -1.675, -1.840], [-1.589, -2.466, -0.974], [-1.528, -3.552, -0.928], [-0.691, -1.992, 1.013], [-3.165, 0.381, -1.648], [-2.990, -2.035, -2.686], [0.590, -1.669, -4.917], [0.069, -1.339, -6.274], [0.729, -2.221, -7.344], [0.219, -0.260, -6.445], [-1.026, -1.484, -6.259], [1.657, -3.193, -6.567], [1.268, -1.578, -8.040], [-0.016, -2.768, -7.930], [1.369, -2.892, -5.073], [2.704, -3.034, -6.874], [1.396, -4.241, -6.789], [2.285, -2.849, -4.465], [0.827, -3.752, -4.641], [1.545, -2.732, 2.377], [1.538, -3.377, 0.810], [1.534, -2.526, -0.156], [1.484, -2.773, -1.414], [2.400, -3.187, 2.880], [0.624, -3.127, 2.828], [1.651, -1.633, 2.320]],
  "total_charge": 1,
  "homo_ev": [-9.281, -9.281],
  "relative_energy_kcal_mol": 180.95,
  "gap_ha": [0.223, 0.223]
}



Please write out number 1 again, unchanged.
{
  "formula": "C4H16F2HfN8O4",
  "method": "ωB97M-V with the def2-TZVPD basis set",
  "elements": ["Hf", "F", "F", "C", "O", "N", "N", "H", "H", "H", "H", "C", "O", "N", "N", "H", "H", "H", "H", "C", "O", "N", "N", "H", "H", "H", "H", "C", "O", "N", "N", "H", "H", "H", "H"],
  "positions_angstrom": [[-1.353, -2.535, -2.808], [-1.849, -3.848, -1.036], [-0.768, -1.192, -0.968], [3.501, -0.468, -0.940], [4.529, -0.148, -1.509], [2.265, -0.487, -1.505], [3.454, -0.967, 0.326], [2.076, -0.767, -2.452], [1.495, -0.581, -0.862], [2.586, -1.314, 0.690], [4.307, -1.156, 0.827], [-0.013, 1.988, 1.675], [-1.033, 1.677, 2.303], [0.812, 2.951, 2.089], [0.435, 1.438, 0.509], [0.618, 3.294, 3.018], [1.643, 3.218, 1.594], [-0.171, 0.708, 0.167], [1.093, 1.984, -0.017], [-0.351, -1.875, 3.320], [-0.113, -2.158, 4.472], [0.553, -2.140, 2.333], [-1.532, -1.534, 2.784], [0.320, -2.114, 1.354], [1.494, -2.375, 2.612], [-2.410, -1.650, 3.268], [-1.583, -1.186, 1.841], [-2.335, 0.924, -3.032], [-2.067, -0.299, -3.136], [-3.538, 1.424, -3.327], [-1.540, 1.805, -2.413], [-3.741, 2.409, -3.317], [-4.226, 0.774, -3.674], [-1.845, 2.745, -2.225], [-0.710, 1.455, -1.962]],
  "total_charge": 2,
  "homo_ev": -14.810,
  "relative_energy_kcal_mol": 121.02,
  "gap_ha": 0.080
}